No. 1
DFT (ωB97M-V with the def2-TZVPD basis set) results for C37H33FI2N7ORu as an isolated structure at a distorted geometry.

Cartesian coordinates (Å):
Ru -1.279 -0.218 0.535
C 2.411 0.562 1.853
N 1.145 -0.116 2.125
C 1.402 -1.528 2.399
C 0.414 0.565 3.162
C 0.814 0.458 4.489
C 0.074 1.025 5.514
C -1.125 1.648 5.200
C -1.511 1.798 3.878
C -0.717 1.335 2.818
N -1.045 1.523 1.474
C -1.812 2.585 1.051
C -1.931 3.809 1.728
C -2.799 4.793 1.290
C -3.560 4.602 0.144
C -3.370 3.441 -0.587
C -2.490 2.459 -0.162
N -2.212 1.308 -1.022
C -3.412 0.572 -1.468
C -1.438 1.758 -2.184
H 3.089 0.510 2.717
H 2.232 1.612 1.621
H 2.905 0.087 1.001
H 2.232 -1.674 3.104
H 1.668 -2.022 1.460
H 0.512 -2.001 2.799
H 1.721 -0.089 4.723
H 0.412 0.948 6.539
H -1.768 2.020 5.988
H -2.469 2.243 3.648
H -1.322 3.990 2.602
H -2.885 5.712 1.856
H -4.256 5.357 -0.195
H -3.919 3.295 -1.511
H -3.963 1.131 -2.231
H -4.053 0.386 -0.614
H -3.098 -0.381 -1.894
H -2.050 2.389 -2.835
H -1.098 0.895 -2.759
H -0.577 2.337 -1.870
I -2.948 -3.882 -2.543
C -3.177 -3.847 -0.467
C -3.970 -4.798 0.192
C -4.102 -4.749 1.550
I -5.284 -6.220 2.470
C -3.448 -3.754 2.315
C -3.556 -3.602 3.715
C -2.873 -2.603 4.339
C -2.029 -1.767 3.589
N -1.895 -1.879 2.295
C -2.620 -2.824 1.639
C -2.507 -2.842 0.211
O -1.761 -1.970 -0.395
H -4.482 -5.562 -0.376
H -4.189 -4.270 4.284
H -2.966 -2.458 5.407
H -1.453 -0.982 4.068
F -3.131 -0.019 1.194
N 4.059 -0.996 -4.305
C 5.155 -0.554 -5.012
C 5.954 -1.151 -5.984
C 6.998 -0.394 -6.475
C 7.241 0.911 -6.009
C 6.449 1.492 -5.043
C 5.381 0.746 -4.539
N 4.440 1.071 -3.583
C 3.675 0.024 -3.473
C 2.538 -0.071 -2.556
C 1.793 -1.231 -2.385
C 0.740 -1.251 -1.489
N 0.385 -0.185 -0.765
C 1.105 0.929 -0.921
C 2.170 1.028 -1.789
H 3.604 -1.885 -4.412
H 5.772 -2.159 -6.333
H 7.643 -0.812 -7.236
H 8.077 1.464 -6.416
H 6.637 2.491 -4.672
H 2.016 -2.133 -2.940
H 0.149 -2.144 -1.344
H 0.802 1.767 -0.307
H 2.734 1.946 -1.885

## Properties
Net charge: 0
ΔE to the lowest compared entry with this formula, charge and spin, kJ/mol: 121.8
Multiplicity: 2
HOMO energy (spin up / spin down), eV: -6.89 / -7.01
Kohn-Sham gap (spin up / spin down), eV: 6.231 / 6.238


No. 2
DFT (ωB97M-V with the def2-TZVPD basis set) results for C37H33FI2N7ORu as an isolated structure at a distorted geometry.

Cartesian coordinates (Å):
Ru 0.628 -0.877 0.269
C -1.038 -0.288 3.387
N -0.058 -1.209 2.830
C 1.220 -1.027 3.521
C -0.402 -2.599 2.861
C -1.160 -3.175 3.866
C -1.378 -4.545 3.904
C -0.752 -5.365 2.979
C 0.004 -4.818 1.970
C 0.124 -3.423 1.825
N 0.720 -2.846 0.754
C 1.011 -3.557 -0.400
C 0.207 -4.546 -0.974
C 0.568 -5.122 -2.179
C 1.692 -4.687 -2.857
C 2.485 -3.677 -2.328
C 2.174 -3.132 -1.093
N 2.922 -2.128 -0.443
C 3.669 -2.610 0.707
C 3.724 -1.261 -1.271
H -1.137 -0.369 4.479
H -2.017 -0.447 2.937
H -0.704 0.726 3.161
H 1.132 -1.319 4.576
H 1.509 0.020 3.463
H 1.985 -1.629 3.035
H -1.589 -2.553 4.638
H -1.994 -4.969 4.681
H -0.858 -6.438 3.040
H 0.515 -5.460 1.269
H -0.717 -4.838 -0.498
H -0.048 -5.901 -2.607
H 1.952 -5.129 -3.808
H 3.346 -3.338 -2.882
H 4.554 -3.176 0.384
H 3.047 -3.258 1.323
H 3.988 -1.760 1.307
H 4.589 -1.779 -1.707
H 4.079 -0.443 -0.645
H 3.098 -0.864 -2.067
I 1.099 -0.356 -5.106
C -0.631 -0.803 -4.009
C -1.863 -0.972 -4.588
C -2.943 -1.307 -3.787
I -4.798 -1.632 -4.750
C -2.830 -1.451 -2.389
C -3.892 -1.806 -1.541
C -3.626 -2.000 -0.188
C -2.362 -1.772 0.301
N -1.330 -1.374 -0.472
C -1.551 -1.247 -1.810
C -0.410 -0.952 -2.616
O 0.755 -0.860 -2.119
H -1.994 -0.862 -5.654
H -4.885 -1.944 -1.934
H -4.412 -2.321 0.476
H -2.140 -1.927 1.346
F 2.225 -0.050 1.176
N 0.793 6.228 -0.351
C 0.237 7.470 -0.206
C 0.776 8.745 -0.167
C -0.113 9.793 -0.019
C -1.487 9.577 0.091
C -2.031 8.312 0.077
C -1.158 7.237 -0.070
N -1.407 5.901 -0.105
C -0.240 5.312 -0.271
C -0.073 3.891 -0.295
C -1.117 3.069 0.185
C -0.938 1.716 0.277
N 0.193 1.102 -0.122
C 1.163 1.858 -0.665
C 1.084 3.225 -0.750
H 1.775 6.023 -0.417
H 1.838 8.924 -0.239
H 0.259 10.806 0.007
H -2.138 10.432 0.193
H -3.091 8.144 0.183
H -2.038 3.535 0.493
H -1.719 1.072 0.671
H 2.023 1.314 -1.043
H 1.907 3.763 -1.196

## Properties
Net charge: 0
ΔE to the lowest compared entry with this formula, charge and spin, kJ/mol: 149.6
Multiplicity: 2
HOMO energy (spin up / spin down), eV: -6.74 / -6.64
Kohn-Sham gap (spin up / spin down), eV: 5.959 / 5.613


No. 3
DFT (ωB97M-V with the def2-TZVPD basis set) results for C37H33FI2N7ORu as an isolated structure.

Cartesian coordinates (Å):
Ru -0.270 0.416 -0.028
C -1.467 -0.710 2.727
N -0.707 0.500 2.354
C -1.497 1.703 2.639
C 0.602 0.469 2.971
C 0.853 0.977 4.230
C 2.120 0.872 4.797
C 3.122 0.226 4.093
C 2.889 -0.283 2.824
C 1.631 -0.152 2.221
N 1.306 -0.578 0.955
C 2.283 -0.944 0.005
C 3.375 -0.116 -0.268
C 4.223 -0.346 -1.338
C 3.977 -1.430 -2.169
C 2.911 -2.275 -1.915
C 2.045 -2.066 -0.832
N 0.952 -2.887 -0.639
C 0.452 -3.692 -1.726
C 0.552 -3.337 0.680
H -1.755 -0.658 3.783
H -2.349 -0.799 2.096
H -0.838 -1.583 2.570
H -1.789 1.762 3.692
H -0.924 2.591 2.371
H -2.393 1.680 2.021
H 0.058 1.457 4.786
H 2.308 1.276 5.782
H 4.107 0.118 4.531
H 3.686 -0.778 2.284
H 3.536 0.746 0.366
H 5.055 0.320 -1.526
H 4.625 -1.632 -3.013
H 2.748 -3.128 -2.559
H 0.996 -4.641 -1.851
H -0.596 -3.929 -1.531
H 0.500 -3.141 -2.666
H 0.564 -4.433 0.712
H 1.245 -2.977 1.436
H -0.457 -2.994 0.922
I -4.635 -2.600 -0.172
C -3.427 -1.972 -1.740
C -3.821 -2.209 -3.067
C -3.041 -1.838 -4.129
I -3.705 -2.251 -6.063
C -1.798 -1.189 -3.901
C -0.885 -0.784 -4.897
C 0.301 -0.193 -4.549
C 0.582 0.021 -3.192
N -0.257 -0.337 -2.246
C -1.426 -0.939 -2.565
C -2.230 -1.341 -1.434
O -1.785 -1.139 -0.241
H -4.766 -2.706 -3.239
H -1.131 -0.958 -5.936
H 1.020 0.111 -5.296
H 1.516 0.473 -2.874
F -1.635 1.831 -0.430
N 2.969 7.109 0.476
C 3.188 8.405 0.062
C 3.792 9.498 0.671
C 3.834 10.667 -0.063
C 3.294 10.745 -1.357
C 2.695 9.656 -1.954
C 2.642 8.466 -1.228
N 2.106 7.242 -1.577
C 2.316 6.468 -0.548
C 1.908 5.064 -0.482
C 2.243 4.235 0.584
C 1.829 2.917 0.561
N 1.118 2.403 -0.442
C 0.769 3.204 -1.451
C 1.152 4.528 -1.521
H 3.203 6.723 1.372
H 4.211 9.443 1.667
H 4.295 11.546 0.368
H 3.353 11.684 -1.891
H 2.277 9.708 -2.950
H 2.826 4.580 1.428
H 2.077 2.243 1.374
H 0.146 2.763 -2.219
H 0.865 5.149 -2.356

## Properties
Net charge: 0
ΔE to the lowest compared entry with this formula, charge and spin, kJ/mol: 3.0
Multiplicity: 6
HOMO energy (spin up / spin down), eV: -6.93 / -7.17
Kohn-Sham gap (spin up / spin down), eV: 6.453 / 6.190


No. 4
DFT (ωB97M-V with the def2-TZVPD basis set) results for C37H33N2NiP2S as an isolated structure.

Cartesian coordinates (Å):
Ni 1.343 1.039 -0.182
S 3.521 1.084 -0.363
C 3.127 2.781 -0.238
C 3.968 3.889 -0.215
C 3.389 5.136 -0.116
C 2.001 5.261 -0.037
C 1.232 4.120 -0.054
N 1.792 2.907 -0.156
H 5.038 3.753 -0.271
H 4.012 6.021 -0.097
H 1.526 6.228 0.038
H 0.154 4.159 0.013
C -0.279 -1.819 -0.908
N -1.363 -1.652 0.022
C -1.868 -0.323 0.264
P -0.857 1.085 -0.368
C -1.683 2.452 0.490
C -1.492 2.556 1.869
C -2.043 3.614 2.572
C -2.776 4.585 1.900
C -2.958 4.494 0.529
C -2.412 3.430 -0.179
C -1.264 1.224 -2.126
C -0.239 1.427 -3.045
C -0.519 1.490 -4.404
C -1.824 1.349 -4.850
C -2.855 1.153 -3.938
C -2.577 1.089 -2.583
C -2.109 -2.737 0.512
C -3.263 -2.504 1.266
C -4.012 -3.563 1.760
C -3.640 -4.874 1.526
C -2.486 -5.112 0.793
C -1.725 -4.067 0.296
P 1.284 -1.128 -0.174
C 1.139 -1.439 1.602
C 0.827 -2.676 2.164
C 0.659 -2.787 3.533
C 0.805 -1.668 4.348
C 1.133 -0.437 3.800
C 1.300 -0.329 2.427
C 2.635 -2.102 -0.845
C 3.565 -2.719 -0.012
C 4.633 -3.411 -0.567
C 4.781 -3.474 -1.944
C 3.864 -2.847 -2.777
C 2.797 -2.154 -2.230
H -0.477 -1.304 -1.854
H -0.112 -2.860 -1.160
H -1.944 -0.137 1.342
H -2.877 -0.181 -0.146
H -0.901 1.813 2.397
H -1.896 3.686 3.641
H -3.201 5.415 2.448
H -3.523 5.253 0.004
H -2.550 3.376 -1.251
H 0.785 1.537 -2.703
H 0.284 1.649 -5.111
H -2.041 1.390 -5.909
H -3.875 1.048 -4.284
H -3.392 0.938 -1.886
H -3.594 -1.499 1.482
H -4.902 -3.347 2.337
H -4.232 -5.695 1.904
H -2.163 -6.127 0.602
H -0.827 -4.318 -0.248
H 0.698 -3.550 1.539
H 0.410 -3.745 3.968
H 0.670 -1.764 5.417
H 1.272 0.427 4.437
H 1.598 0.603 1.948
H 3.459 -2.663 1.064
H 5.350 -3.896 0.080
H 5.621 -4.006 -2.371
H 3.986 -2.890 -3.851
H 2.093 -1.654 -2.886

## Properties
Net charge: +1
HOMO energy, eV: -10.22
Kohn-Sham gap, eV: 7.727


No. 5
DFT (ωB97M-V with the def2-TZVPD basis set) results for C37H33N3O2PReSi as an isolated structure at a distorted geometry.

Cartesian coordinates (Å):
Re -0.074 -0.020 -0.074
O -1.254 2.707 2.690
C -1.254 1.535 2.407
O -1.121 1.075 1.201
C -1.484 0.484 3.477
C -2.114 0.906 4.645
C -2.375 0.009 5.663
C -1.983 -1.316 5.536
C -1.332 -1.737 4.391
C -1.082 -0.844 3.348
P -0.319 -1.529 1.834
C 0.980 -2.643 2.423
C 1.252 -3.834 1.754
C 2.323 -4.616 2.146
C 3.123 -4.220 3.206
C 2.852 -3.036 3.875
C 1.801 -2.234 3.472
C -1.693 -2.559 1.212
C -1.962 -3.847 1.667
C -3.058 -4.537 1.179
C -3.899 -3.952 0.246
C -3.639 -2.672 -0.213
C -2.544 -1.980 0.270
H -2.397 1.944 4.728
H -2.882 0.342 6.555
H -2.190 -2.022 6.326
H -1.022 -2.769 4.298
H 0.618 -4.146 0.935
H 2.534 -5.535 1.618
H 3.967 -4.823 3.500
H 3.463 -2.733 4.712
H 1.605 -1.295 3.973
H -1.316 -4.315 2.397
H -3.258 -5.538 1.529
H -4.759 -4.489 -0.124
H -4.286 -2.210 -0.944
H -2.381 -0.959 -0.075
C 1.990 -3.068 -1.326
C 0.839 -2.513 -2.095
C 0.348 -3.118 -3.244
C -0.597 -2.460 -4.027
C -0.986 -1.172 -3.715
C -0.476 -0.609 -2.545
N 0.342 -1.334 -1.718
N -0.653 0.591 -1.965
Si -0.701 2.154 -2.784
C -2.422 2.427 -3.548
C -0.181 3.359 -1.415
C 0.666 1.994 -4.111
H 2.901 -2.850 -1.884
H 1.928 -4.147 -1.210
H 2.068 -2.578 -0.359
H 0.728 -4.085 -3.524
H -0.997 -2.943 -4.906
H -1.675 -0.610 -4.321
H -3.199 2.499 -2.792
H -2.703 1.637 -4.239
H -2.412 3.359 -4.102
H -0.912 3.410 -0.613
H -0.046 4.365 -1.797
H 0.761 3.036 -0.974
H 0.383 1.313 -4.909
H 1.583 1.622 -3.659
H 0.882 2.958 -4.560
N 8.543 4.697 -1.267
C 7.620 4.046 -1.074
C 6.462 3.271 -0.845
C 5.813 3.342 0.392
C 4.653 2.631 0.597
C 4.124 1.836 -0.429
C 4.785 1.761 -1.665
C 5.946 2.470 -1.869
C 2.909 1.160 -0.245
C 1.826 0.602 -0.133
H 6.222 3.964 1.174
H 4.124 2.690 1.535
H 4.361 1.152 -2.449
H 6.459 2.425 -2.818

## Properties
Net charge: +1
Multiplicity: 2
HOMO energy (spin up / spin down), eV: -10.95 / -10.84
Kohn-Sham gap (spin up / spin down), eV: 5.663 / 5.872


No. 6
DFT (ωB97M-V with the def2-TZVPD basis set) results for a 6-piece molecular cluster, C37H33N7O11S overall at a distorted geometry.

Cartesian coordinates (Å):
C -5.232 4.576 1.345
C -3.988 4.291 0.553
C -3.977 3.711 -0.980
C -3.378 2.194 -1.148
S -3.261 1.897 -3.032
C -4.494 1.121 -0.604
N -5.419 0.248 -0.259
C -1.877 1.964 -0.530
O -1.825 1.941 0.951
C -1.282 0.522 -1.133
N -0.525 -0.359 -1.743
H -6.078 5.203 0.833
H -5.387 4.217 2.457
H -2.967 4.549 1.067
H -3.370 4.404 -1.724
H -5.098 3.675 -1.380
H -4.642 1.821 -3.404
H -1.203 2.891 -0.859
H -2.436 1.242 1.332
O 5.932 -4.844 -1.041
N 4.769 -5.142 -1.352
O 4.371 -6.299 -1.550
C 3.800 -4.050 -1.501
C 4.216 -2.723 -1.323
C 3.295 -1.687 -1.490
C 1.971 -1.975 -1.826
C 1.557 -3.298 -1.992
C 2.470 -4.342 -1.830
H 5.244 -2.482 -1.061
H 3.610 -0.654 -1.361
H 1.258 -1.164 -1.960
H 0.523 -3.514 -2.251
H 2.132 -5.367 -1.966
O 4.448 -0.038 -6.452
N 4.900 -0.545 -5.414
O 4.210 -0.896 -4.447
C 6.352 -0.737 -5.325
C 7.174 -0.320 -6.381
C 8.557 -0.483 -6.279
C 9.111 -1.062 -5.136
C 8.290 -1.486 -4.091
C 6.905 -1.325 -4.179
H 6.758 0.133 -7.278
H 9.204 -0.157 -7.091
H 10.191 -1.182 -5.059
H 8.729 -1.939 -3.204
H 6.279 -1.658 -3.355
O 4.613 0.787 2.503
N 5.728 0.788 3.044
O 6.252 1.782 3.568
C 6.481 -0.471 3.062
C 5.943 -1.611 2.448
C 6.674 -2.800 2.447
C 7.929 -2.850 3.057
C 8.458 -1.717 3.677
C 7.737 -0.521 3.682
H 4.967 -1.588 1.969
H 6.268 -3.688 1.968
H 8.498 -3.778 3.049
H 9.435 -1.765 4.153
H 8.165 0.354 4.166
O -10.899 -0.905 -2.753
N -9.784 -0.904 -2.211
O -9.259 0.090 -1.687
C -9.031 -2.164 -2.193
C -9.569 -3.303 -2.807
C -8.838 -4.492 -2.808
C -7.583 -4.542 -2.198
C -7.054 -3.409 -1.579
C -7.775 -2.213 -1.574
H -10.545 -3.280 -3.287
H -9.244 -5.380 -3.288
H -7.014 -5.470 -2.207
H -6.077 -3.457 -1.103
H -7.347 -1.338 -1.089
O -3.437 6.502 4.073
N -2.824 5.992 5.024
O -1.598 6.067 5.189
C -3.604 5.246 6.018
C -4.989 5.104 5.851
C -5.722 4.372 6.787
C -5.077 3.793 7.881
C -3.700 3.944 8.051
C -2.956 4.671 7.120
H -5.505 5.550 5.004
H -6.795 4.251 6.663
H -5.652 3.218 8.606
H -3.206 3.491 8.908
H -1.883 4.777 7.265

## Properties
Net charge: 0
HOMO energy, eV: -8.89
Kohn-Sham gap, eV: 8.101